Formula: C24H30Cl23FN3O2
Source: the OMol25 dataset
Level of theory: wB97M-V/def2-TZVPD

- DFT total energy (eV) = -324666.64928
- M (g/mol) = 1226.940
- lowest unoccupied orbital energy (eV) = -2.48
- HOMO (eV) = -12.0
- net charge = +1

Last column: Löwdin charge in e.
CARTESIAN COORDINATES (ANGSTROEM)
Cl (-5.467, 5.273, -0.015)  0.51
Cl (7.513, -3.702, -0.635)  0.54
Cl (2.703, 2.616, -5.190)  0.52
Cl (6.080, -6.212, -0.365)  0.53
Cl (5.452, -4.400, -2.546)  0.53
Cl (-3.292, 3.350, 3.507)  0.53
Cl (-0.625, 2.269, 3.842)  0.53
Cl (1.991, 6.863, 10.298)  0.50
Cl (1.771, -7.913, -0.527)  0.56
Cl (2.573, 9.348, 8.912)  0.51
Cl (1.949, -5.903, -2.599)  0.55
Cl (4.316, 2.535, -2.783)  0.55
Cl (-0.226, 3.996, 6.949)  0.51
Cl (-0.445, -7.533, -2.363)  0.59
Cl (4.995, -0.737, -1.228)  0.60
Cl (4.304, 8.447, 11.062)  0.53
Cl (3.179, 5.051, -3.680)  0.54
Cl (2.875, 1.019, 0.041)  0.68
Cl (-0.687, 5.901, 4.802)  0.50
Cl (-2.720, 0.643, 2.663)  0.63
Cl (-5.892, 5.558, 2.843)  0.52
Cl (0.922, 6.657, 7.101)  0.52
Cl (-3.657, 6.900, 1.570)  0.52
F (-1.452, -4.047, -1.689)  0.13
O (-1.026, -1.726, -4.582)  0.18
O (-2.453, -4.956, -3.380)  0.21
N (-0.517, -3.810, -3.787)  0.17
N (-1.025, 0.324, -1.620)  -0.03
N (1.117, -0.621, -3.187)  0.06
C (-2.349, 1.910, 3.850)  -1.50
C (2.651, 8.492, 10.455)  -1.55
C (-1.822, 0.765, -0.413)  -0.14
C (-4.786, -2.828, -1.626)  -0.06
C (-4.444, -3.682, -0.587)  -0.07
C (6.729, -5.022, -1.492)  -1.54
C (-1.550, -4.334, -2.990)  -0.57
C (0.456, 5.343, 6.030)  -1.55
C (3.204, -2.644, -0.639)  -0.14
C (-3.307, 0.490, -0.575)  -0.14
C (1.483, 0.334, -2.129)  -0.36
C (-3.733, -3.163, 0.494)  -0.06
C (-3.697, -0.971, -0.486)  -0.25
C (0.257, -1.648, -2.623)  -0.22
C (-4.418, -1.484, -1.572)  -0.05
C (-3.359, -1.824, 0.560)  -0.07
C (3.318, -1.342, -1.447)  -0.69
C (-0.463, -2.376, -3.754)  -0.37
C (0.254, 1.127, -1.676)  -0.06
C (3.856, 3.505, -4.182)  -1.53
C (2.249, -0.302, -0.963)  -0.65
C (1.304, -7.502, -2.171)  -1.51
C (-5.322, 6.353, 1.377)  -1.55
C (-0.836, -1.156, -1.634)  -0.03
H (1.344, 4.987, 5.525)  0.01
H (0.842, -2.385, -2.077)  0.13
H (-0.661, -1.474, -0.614)  0.14
H (-1.784, -1.596, -1.921)  0.11
H (-1.589, 0.601, -2.422)  0.19
H (7.464, -5.512, -2.117)  0.01
H (2.723, -3.422, -1.224)  0.03
H (-3.457, -3.841, 1.290)  0.11
H (-2.618, 1.543, 4.832)  0.02
H (0.109, 1.952, -2.366)  0.15
H (-1.678, 1.838, -0.323)  0.14
H (-3.815, 1.081, 0.180)  0.10
H (-5.945, 7.218, 1.197)  0.01
H (-2.793, -1.518, 1.431)  0.05
H (-4.711, -4.723, -0.637)  0.11
H (-4.673, -0.833, -2.395)  0.11
H (4.742, 3.696, -4.772)  0.02
H (-5.322, -3.222, -2.478)  0.11
H (-1.388, 0.322, 0.473)  0.09
H (1.557, -0.827, -0.312)  0.08
H (-3.642, 0.886, -1.533)  0.12
H (2.645, -2.509, 0.285)  0.08
H (2.045, 9.033, 11.169)  0.01
H (0.541, -0.098, -3.845)  0.12
H (0.383, -4.246, -3.588)  0.06
H (0.474, 1.574, -0.714)  0.10
H (4.177, -3.016, -0.356)  0.03
H (1.737, -8.232, -2.842)  0.02
H (3.197, -1.569, -2.497)  0.09
H (2.159, 1.062, -2.569)  0.07

Atoms 1-6, force components in eV/Å:
Cl 0.0 0.0 0.0
Cl 0.0 0.0 0.0
Cl 0.0 0.0 0.0
Cl 0.0 0.0 0.0
Cl 0.0 -0.1 -0.2
Cl 0.0 0.0 0.0

=====

Formula: C4H3N
Source: the OMol25 dataset
Level of theory: wB97M-V/def2-TZVPD

- DFT total energy (eV) = -5676.48645
- M (g/mol) = 65.075
- lowest unoccupied orbital energy (spin up / spin down) (eV) = -2.00 / -2.48
- HOMO (spin up / spin down) (eV) = -11.0 / -10.1
- energy above the lowest of the compared OMol25 structures with the same formula, charge and spin (kcal/mol) = 185.0

Last column: natural (NBO) charge in e.
CARTESIAN COORDINATES (ANGSTROEM)
N (-1.366, 1.594, 0.044)  -0.37
C (3.152, 0.646, -0.346)  -0.46
C (2.269, 0.983, 0.366)  0.15
C (-0.683, 0.605, 0.139)  0.26
C (-2.088, 0.294, -0.152)  -0.22
H (-2.650, -0.237, 0.557)  0.20
H (4.134, 0.232, -0.710)  0.26
H (-2.114, -0.085, -1.149)  0.19

Atoms 1-6, force components in eV/Å:
N 0.2 1.2 0.4
C 4.0 -1.7 -1.8
C -2.6 0.7 1.3
C 2.1 0.8 0.8
C 0.2 -2.0 -1.6
H -1.0 0.0 1.2

=====

Formula: C5H7NO
Source: the OMol25 dataset
Level of theory: wB97M-V/def2-TZVPD

- DFT total energy (eV) = -8835.41234
- M (g/mol) = 97.117
- lowest unoccupied orbital energy (eV) = 0.83
- HOMO (eV) = -9.8
- energy above the lowest of the compared OMol25 structures with the same formula, charge and spin (kcal/mol) = 18.2

Last column: natural (NBO) charge in e.
CARTESIAN COORDINATES (ANGSTROEM)
O (-2.635, 0.996, -1.616)  -0.52
N (-0.308, 0.631, -1.943)  -0.55
C (-0.371, -1.167, 1.300)  -0.66
C (0.347, 0.151, 1.285)  -0.14
C (0.875, 0.766, 0.226)  -0.23
C (0.863, 0.231, -1.185)  -0.25
C (-1.479, 0.799, -1.713)  0.86
H (-1.382, -1.040, 1.705)  0.23
H (0.421, 0.654, 2.250)  0.20
H (0.144, -1.886, 1.948)  0.22
H (1.737, 0.595, -1.731)  0.22
H (-0.467, -1.611, 0.305)  0.21
H (0.920, -0.863, -1.193)  0.21
H (1.336, 1.743, 0.361)  0.21

Atoms 1-6, force components in eV/Å:
O 0.7 -0.1 0.0
N -0.7 0.1 0.0
C 0.0 -0.1 -0.1
C 0.1 0.1 -0.1
C -0.1 0.0 0.2
C 0.2 -0.1 0.1

=====

Formula: C6H8O2
Source: the OMol25 dataset
Level of theory: wB97M-V/def2-TZVPD

- DFT total energy (eV) = -10443.47007
- M (g/mol) = 112.128
- lowest unoccupied orbital energy (eV) = 0.88
- HOMO (eV) = -9.2
- energy above the lowest of the compared OMol25 structures with the same formula, charge and spin (kcal/mol) = 75.1

Last column: natural (NBO) charge in e.
CARTESIAN COORDINATES (ANGSTROEM)
O (-2.718, -0.884, 0.633)  -0.70
O (1.103, 1.543, -0.408)  -0.51
C (1.044, 0.452, 0.603)  0.04
C (1.979, -0.369, -0.252)  -0.41
C (-0.358, -0.159, 0.274)  -0.02
C (-1.489, -0.515, 1.244)  -0.09
C (-0.264, -0.288, -1.057)  -0.24
C (1.121, 0.357, -1.321)  0.05
H (-1.303, -1.428, 1.853)  0.20
H (1.512, 0.549, -2.296)  0.21
H (-1.600, 0.245, 1.975)  0.18
H (-3.058, -0.145, 0.139)  0.47
H (1.286, 0.738, 1.640)  0.20
H (3.077, -0.098, -0.198)  0.22
H (1.842, -1.433, -0.104)  0.20
H (-1.035, -0.567, -1.753)  0.23

Atoms 1-6, force components in eV/Å:
O 0.4 0.0 0.0
O 0.0 -1.2 0.0
C -0.8 1.1 0.9
C 1.1 -0.3 0.1
C -0.1 -0.7 0.2
C 0.6 -1.6 -0.6

=====

Formula: C5H3NO2
Source: the OMol25 dataset
Level of theory: wB97M-V/def2-TZVPD

- DFT total energy (eV) = -10816.38992
- M (g/mol) = 109.084
- lowest unoccupied orbital energy (eV) = 0.32
- HOMO (eV) = -8.8
- energy above the lowest of the compared OMol25 structures with the same formula, charge and spin (kcal/mol) = 23.6

Last column: natural (NBO) charge in e.
CARTESIAN COORDINATES (ANGSTROEM)
O (-0.259, 1.982, -0.007)  -0.62
O (-0.226, -1.590, -0.069)  -0.38
N (-3.460, -0.225, -0.088)  -0.29
C (0.022, 0.694, 0.010)  0.34
C (1.325, 0.103, -0.096)  -0.40
C (1.106, -1.193, -0.022)  0.17
C (-0.913, -0.414, 0.182)  0.02
C (-2.289, -0.256, 0.017)  0.22
H (2.384, 0.449, -0.049)  0.25
H (0.573, 2.487, -0.058)  0.49
H (1.737, -2.036, 0.179)  0.21

Atoms 1-6, force components in eV/Å:
O 0.0 1.0 0.0
O 1.2 1.4 1.5
N 2.7 0.2 0.2
C -0.9 -3.0 0.6
C 0.9 1.0 0.6
C -1.6 -3.4 -0.4

=====

Formula: C30H26Cl2N3O4RuS2
Source: the OMol25 dataset
Level of theory: wB97M-V/def2-TZVPD

- DFT total energy (eV) = -93481.92244
- M (g/mol) = 728.665
- lowest unoccupied orbital energy (spin up / spin down) (eV) = -2.83 / -6.70
- 2S+1 = 5
- HOMO (spin up / spin down) (eV) = -10.3 / -10.5
- energy above the lowest of the compared OMol25 structures with the same formula, charge and spin (kcal/mol) = 15.2
- net charge = +1

Last column: natural (NBO) charge in e.
CARTESIAN COORDINATES (ANGSTROEM)
Ru (0.645, -0.793, -0.453)  1.11
Cl (0.392, 1.451, 1.348)  0.08
Cl (-4.654, 0.444, 3.007)  0.07
S (0.772, 2.085, -2.618)  2.30
S (-1.897, -0.766, -1.385)  -0.12
O (1.439, -1.529, 1.384)  -0.70
O (1.612, 1.758, -3.725)  -0.89
O (-0.713, -1.494, 1.204)  -0.71
O (1.266, 2.912, -1.561)  -0.92
N (0.589, -3.127, -1.001)  -0.43
N (0.169, 0.651, -1.941)  -0.86
N (-1.709, 0.255, 3.202)  -0.36
C (-0.811, 2.599, -3.175)  -0.24
C (1.994, -3.540, -0.798)  -0.25
C (-1.309, 1.833, 1.375)  0.11
C (1.501, -0.397, 4.897)  -0.18
C (-1.758, 2.758, 0.452)  -0.27
C (0.836, 1.872, 5.319)  -0.20
C (-3.091, 1.837, -3.183)  -0.16
C (-1.118, 3.749, -3.874)  -0.19
C (-1.147, 0.542, -2.094)  0.13
C (0.360, -0.610, 4.137)  0.00
C (4.963, -1.641, -2.225)  -0.20
C (-3.123, 2.964, 0.318)  -0.09
C (3.250, -0.068, -1.607)  -0.26
C (-0.312, -4.013, -0.252)  -0.41
C (4.520, -0.332, -2.102)  -0.19
C (1.746, 0.834, 5.489)  -0.12
C (-2.452, 3.929, -4.223)  -0.18
C (0.263, -3.254, -2.438)  -0.43
C (-0.311, 1.670, 4.574)  -0.19
C (2.439, -1.138, -1.245)  -0.04
C (-2.156, 1.128, 2.234)  0.03
C (-3.532, 1.337, 2.034)  0.02
C (-1.763, 1.658, -2.835)  -0.16
C (-3.424, 2.990, -3.883)  -0.19
C (0.173, -1.919, 3.404)  -0.54
C (0.291, -1.661, 1.936)  0.80
C (2.888, -2.461, -1.318)  -0.10
C (-4.009, 2.229, 1.097)  -0.23
C (-0.549, 0.436, 3.981)  0.20
C (4.153, -2.698, -1.832)  -0.19
H (-1.039, 3.286, -0.161)  0.27
H (0.453, -4.283, -2.763)  0.19
H (-1.335, -3.654, -0.324)  0.22
H (5.947, -1.840, -2.626)  0.22
H (2.183, -4.507, -1.278)  0.20
H (-0.784, -3.015, -2.599)  0.22
H (-0.363, 4.475, -4.140)  0.24
H (-3.837, 1.103, -2.913)  0.24
H (2.640, 0.982, 6.078)  0.24
H (4.512, -3.717, -1.920)  0.22
H (-3.495, 3.684, -0.397)  0.24
H (1.014, 2.835, 5.775)  0.24
H (-4.452, 3.159, -4.173)  0.23
H (-0.018, -4.044, 0.794)  0.20
H (2.149, -3.654, 0.277)  0.22
H (-0.795, -2.381, 3.601)  0.24
H (0.960, -2.610, 3.705)  0.26
H (2.213, -1.203, 5.011)  0.24
H (5.155, 0.492, -2.394)  0.22
H (-0.248, -5.026, -0.664)  0.19
H (2.937, 0.962, -1.493)  0.22
H (-5.077, 2.364, 1.002)  0.25
H (-1.038, 2.463, 4.449)  0.23
H (0.880, -2.577, -3.028)  0.23
H (-2.740, 4.815, -4.773)  0.23
H (-2.250, -0.592, 3.330)  0.44

Atoms 1-6, force components in eV/Å:
Ru 0.1 -1.4 -1.6
Cl -0.2 0.7 0.3
Cl 0.2 0.1 -0.1
S 0.0 -1.1 -0.1
S -0.6 0.1 -0.2
O -0.1 -0.3 1.2

=====

Formula: C2H8O3
Source: the OMol25 dataset
Level of theory: wB97M-V/def2-TZVPD

- DFT total energy (eV) = -8345.13073
- M (g/mol) = 80.083
- lowest unoccupied orbital energy (eV) = 0.61
- HOMO (eV) = -8.9
- energy above the lowest of the compared OMol25 structures with the same formula, charge and spin (kcal/mol) = 20.1

Last column: natural (NBO) charge in e.
CARTESIAN COORDINATES (ANGSTROEM)
O (2.664, -0.717, 0.636)  -0.96
O (1.563, 1.514, -0.820)  -0.99
O (-0.391, -0.206, 0.164)  -0.77
C (-2.703, -0.839, -0.065)  -0.50
C (-1.774, 0.122, 0.201)  0.14
H (-1.945, 1.150, 0.553)  0.17
H (-2.461, -1.783, -0.521)  0.20
H (1.897, -1.293, 0.753)  0.50
H (0.182, 0.573, -0.243)  0.52
H (2.103, 0.731, -0.441)  0.52
H (1.923, 1.720, -1.722)  0.49
H (-3.803, -0.700, -0.064)  0.21
H (2.746, -0.273, 1.570)  0.49

Atoms 1-6, force components in eV/Å:
O 0.2 1.4 2.7
O 1.4 -1.1 -0.4
O -0.3 1.9 -1.0
C 0.1 1.7 -0.2
C 0.6 -1.6 -0.2
H -0.3 -0.6 -0.2

=====

Formula: C3H6F6N3
Source: the OMol25 dataset
Level of theory: wB97M-V/def2-TZVPD

- DFT total energy (eV) = -23971.70458
- M (g/mol) = 198.090
- lowest unoccupied orbital energy (spin up / spin down) (eV) = -4.83 / -4.88
- HOMO (spin up / spin down) (eV) = -12.6 / -13.9
- energy above the lowest of the compared OMol25 structures with the same formula, charge and spin (kcal/mol) = 48.8
- net charge = +1

Last column: natural (NBO) charge in e.
CARTESIAN COORDINATES (ANGSTROEM)
F (3.050, -0.934, 0.016)  -0.30
F (1.323, 1.940, 0.925)  -0.29
F (-0.516, 2.948, 0.665)  -0.29
F (0.683, 2.488, -1.040)  -0.32
F (1.359, -1.607, 1.366)  -0.33
F (1.805, -2.694, -0.332)  -0.30
N (-1.230, -1.122, -1.314)  -0.63
N (-0.980, 0.132, 1.180)  -0.72
N (-0.914, 0.196, -1.175)  -0.33
C (1.808, -1.494, 0.159)  0.93
C (0.261, 2.035, 0.183)  0.94
C (-0.363, 0.671, -0.012)  0.06
H (-1.667, 0.786, 1.768)  0.46
H (-0.996, 0.802, -2.036)  0.44
H (-0.370, -1.759, -0.897)  0.36
H (-1.528, -0.683, 0.952)  0.46
H (-1.469, -1.396, -2.170)  0.39
H (-0.257, -0.310, 1.763)  0.46

Atoms 1-6, force components in eV/Å:
F -2.2 -0.7 0.8
F 1.1 -0.2 1.4
F -1.5 1.0 1.1
F -0.5 -0.5 0.4
F -0.1 0.8 2.2
F 0.1 -0.8 -1.1